Here is a gas-phase ion, C5H12NO3 (charge +1) at a distorted geometry from the OMol25 dataset. Energies are from ωB97M-V with the def2-TZVPD basis set.

ΔE to the lowest compared entry with this formula, charge and spin (kJ/mol): 419.9
Frontier orbital gap (eV): 11.1
HOMO energy (eV): -14.223
SMILES: C[NH2+][C@H]1OC1(OC)OC
Net charge: +1

CARTESIAN COORDINATES (ANGSTROEM)
C  0.73  -1.42  -2.37
N  0.55  -1.86  -0.97
C  -0.47  -0.82  -0.18
O  -0.07  -0.42  1.18
C  -0.22  0.70  0.27
O  0.84  1.18  -0.39
C  1.69  2.25  0.16
O  -1.22  1.54  0.59
C  -1.46  1.80  2.05
H  -0.36  -1.46  -2.82
H  1.11  -0.44  -2.53
H  1.28  -2.14  -2.94
H  1.33  -1.64  -0.41
H  0.18  -2.79  -0.97
H  -1.42  -1.19  -0.20
H  1.15  3.12  0.57
H  2.18  2.53  -0.70
H  2.25  1.74  0.87
H  -1.10  1.10  2.83
H  -2.60  1.84  2.27
H  -0.91  2.72  2.21

natural (NBO) population analysis, charges in e, atoms 1 to 8: -0.4355, -0.5232, 0.1497, -0.4844, 0.8031, -0.5388, -0.2406, -0.5089

---

Here is a molecular structure, C5H12NO6PS at a distorted geometry from the OMol25 dataset. Energies are from ωB97M-V with the def2-TZVPD basis set.

ΔE to the lowest compared entry with this formula, charge and spin (kJ/mol): 338.8
Frontier orbital gap (eV): 6.1
HOMO energy (eV): -0.351
Net charge: -2

CARTESIAN COORDINATES (ANGSTROEM)
C  -2.20  0.33  2.31
C  -1.72  1.06  1.03
C  -1.30  -0.02  -0.12
C  -0.82  0.62  -1.35
C  0.60  0.50  -1.75
N  1.15  -0.79  -1.61
O  1.60  -3.72  -1.36
O  2.93  -2.18  0.12
O  1.44  0.99  0.90
O  0.46  -2.70  0.62
O  3.09  1.41  -0.91
O  1.22  3.04  -0.58
P  1.61  -2.67  -0.34
S  1.38  1.56  -0.46
H  -2.46  -0.68  1.97
H  -3.24  0.62  2.56
H  -1.59  0.35  3.21
H  -0.81  1.54  1.35
H  -2.54  1.84  0.77
H  -0.54  -0.55  0.43
H  -2.15  -0.74  -0.20
H  -1.05  1.66  -1.39
H  -1.38  0.05  -2.13
H  0.92  -1.15  -0.58
H  3.26  0.49  -0.69
H  2.16  -0.83  -1.81

natural (NBO) population analysis, charges in e, atoms 1 to 8: -0.6192, -0.4019, -0.4156, -0.5038, -0.3438, -0.8562, -1.1568, -1.1688

---

Here is 2 unconnected molecules or ions with the total composition C5H12NOPS3 at a distorted geometry from the OMol25 dataset. Energies are from ωB97M-V with the def2-TZVPD basis set.

ΔE to the lowest compared entry with this formula, charge and spin (kJ/mol): 131.7
Frontier orbital gap (eV): 8.6
HOMO energy (eV): -9.107
Net charge: 0

CARTESIAN COORDINATES (ANGSTROEM)
C  1.85  0.63  -0.77
C  -2.60  -1.78  -0.03
C  0.58  0.46  -0.04
C  -1.66  -0.70  0.51
C  -0.20  -0.79  0.00
N  5.11  1.55  0.88
O  2.74  1.35  -0.48
P  5.33  -0.11  0.46
S  2.00  -0.10  -2.44
S  5.37  -1.40  1.88
S  5.92  -0.34  -1.38
H  -2.18  -2.01  -1.09
H  -3.64  -1.54  -0.07
H  -2.34  -2.74  0.58
H  0.06  1.32  -0.51
H  0.82  0.78  1.03
H  -2.06  0.29  0.24
H  -1.78  -0.59  1.64
H  0.30  -1.55  0.57
H  -0.39  -1.26  -1.02
H  4.78  1.59  1.80
H  4.60  2.07  0.12
H  2.79  0.89  -2.82

natural (NBO) population analysis, charges in e, atoms 1 to 8: 0.5071, -0.6030, -0.5219, -0.3934, -0.4095, -1.1170, -0.5951, 1.1329